Below is a structure of composition C42H33AsCoI2N2OP at a distorted geometry, with properties calculated with the ωB97M-V functional and the def2-TZVPD basis.

Positions of all 83 atoms, in Å:
Co (1.0449, -1.0694, -1.8808)
I (-1.1260, -5.5082, -0.8677)
C (-0.9432, -4.5358, -2.7177)
C (-1.3945, -5.0841, -3.9087)
C (-1.2348, -4.4062, -5.0987)
I (-1.8634, -5.3484, -6.8832)
C (-0.6592, -3.1135, -5.1361)
C (-0.4514, -2.3293, -6.2864)
C (0.0612, -1.0614, -6.1601)
C (0.3972, -0.5759, -4.8937)
N (0.2792, -1.3052, -3.8000)
C (-0.2380, -2.5518, -3.9057)
C (-0.3141, -3.2890, -2.6805)
O (0.1804, -2.7874, -1.6125)
H (-1.8577, -6.0595, -3.8921)
H (-0.6875, -2.7415, -7.2553)
H (0.2074, -0.4353, -7.0236)
H (0.7880, 0.4235, -4.7672)
N (2.9073, -1.1346, -1.9894)
C (3.9167, -1.7048, -1.9264)
C (5.1376, -2.3733, -1.7975)
C (6.3227, -1.8104, -2.2929)
C (7.5201, -2.4753, -2.1197)
C (7.5431, -3.6965, -1.4599)
C (6.3718, -4.2618, -0.9730)
C (5.1661, -3.6106, -1.1361)
H (6.2797, -0.8608, -2.8026)
H (8.4394, -2.0519, -2.4974)
H (8.4787, -4.2162, -1.3281)
H (6.4017, -5.2153, -0.4688)
H (4.2469, -4.0390, -0.7652)
C (0.7696, 1.1363, 0.9989)
C (-0.0950, 1.1311, 2.2427)
As (0.2943, 2.5257, 3.6084)
C (-0.2711, 4.0776, 2.5430)
C (-1.5560, 4.1805, 2.0248)
C (-1.9236, 5.2861, 1.2816)
C (-1.0104, 6.3011, 1.0482)
C (0.2726, 6.2103, 1.5612)
C (0.6382, 5.1028, 2.3073)
C (-1.4005, 2.2974, 4.5617)
C (-2.1393, 1.1197, 4.5860)
C (-3.3265, 1.0516, 5.2951)
C (-3.7817, 2.1530, 6.0000)
C (-3.0523, 3.3309, 5.9867)
C (-1.8688, 3.3971, 5.2778)
P (-0.1016, 0.0516, -0.2553)
C (-1.4840, 1.1849, -0.6393)
C (-2.8381, 0.9603, -0.4267)
C (-3.7610, 1.9583, -0.6965)
C (-3.3489, 3.1755, -1.2092)
C (-2.0055, 3.3853, -1.4826)
C (-1.0841, 2.3957, -1.2096)
C (-0.5085, -1.3451, 0.8670)
C (-1.6972, -1.6526, 1.5164)
C (-1.7677, -2.7590, 2.3484)
C (-0.6676, -3.5747, 2.5386)
C (0.5292, -3.2702, 1.9091)
C (0.6065, -2.1615, 1.0891)
H (1.7719, 0.7475, 1.1985)
H (0.8730, 2.1389, 0.5722)
H (0.0008, 0.1710, 2.7515)
H (-1.1450, 1.2696, 1.9716)
H (-2.2786, 3.3964, 2.2184)
H (-2.9280, 5.3572, 0.8887)
H (-1.3022, 7.1688, 0.4758)
H (0.9854, 7.0025, 1.3860)
H (1.6355, 5.0272, 2.7257)
H (-1.7992, 0.2414, 4.0513)
H (-3.8996, 0.1344, 5.2980)
H (-4.6979, 2.0902, 6.5672)
H (-3.4052, 4.1976, 6.5271)
H (-1.2890, 4.3148, 5.2607)
H (-3.1859, 0.0099, -0.0616)
H (-4.8065, 1.7728, -0.5043)
H (-4.0735, 3.9474, -1.4218)
H (-1.6790, 4.3220, -1.9071)
H (-0.0392, 2.5582, -1.4448)
H (-2.5801, -1.0431, 1.4141)
H (-2.6948, -2.9834, 2.8541)
H (-0.7385, -4.4420, 3.1763)
H (1.3892, -3.9058, 2.0602)
H (1.5454, -1.9144, 0.5963)

Results
Total energy: -6360.1365 Ha
Relative energy (zero: lowest compared OMol25 entry of this formula, charge and spin): 25.61 kcal/mol
HOMO (alpha / beta): -9.8 / -9.9 eV
Spin multiplicity: 4
Total charge: +1
Kohn-Sham gap (alpha / beta): 6.77 / 6.36 eV

Below is a structure of composition C24H56F3InN7O8 at a distorted geometry, with properties calculated with the ωB97M-V functional and the def2-TZVPD basis.

Positions of all 99 atoms, in Å:
O (-0.1435, 3.1280, 1.3865)
C (-1.1877, 3.4699, 0.3651)
C (-0.5491, 3.0605, -1.0873)
In (-1.3956, 4.1723, -2.8681)
C (-1.5211, 5.0625, 0.5592)
F (-2.9590, 5.2988, 0.2462)
F (-0.5838, 5.9905, -0.1138)
F (-1.3863, 5.3372, 2.0391)
H (-0.4585, 2.3108, 1.8744)
H (-2.1230, 2.7789, 0.6087)
H (-0.8159, 1.9086, -1.2532)
H (0.6329, 3.1010, -1.0253)
H (-2.7620, 3.2621, -3.5971)
H (-0.0902, 4.2169, -4.1515)
H (-1.8176, 5.8949, -2.5530)
C (-1.5682, 1.2931, -6.7290)
C (-2.5787, 1.0110, -5.6515)
O (-3.0237, 1.8940, -4.9227)
N (-3.0018, -0.2768, -5.4959)
C (-2.6024, -1.4446, -6.2451)
H (-1.3278, 2.3597, -6.7329)
H (-0.6506, 0.7316, -6.5359)
H (-1.9804, 1.0272, -7.7057)
H (-3.6803, -0.3897, -4.7532)
H (-3.4950, -1.8742, -6.7059)
H (-2.1758, -2.1674, -5.5454)
H (-1.8697, -1.2123, -7.0192)
C (2.6057, -1.3507, -5.6935)
C (1.5339, -0.4258, -5.1864)
O (1.2262, 0.6068, -5.7763)
N (0.8945, -0.7647, -4.0297)
C (1.1097, -1.9246, -3.1973)
H (3.0236, -0.9503, -6.6212)
H (3.4093, -1.4297, -4.9570)
H (2.1803, -2.3358, -5.9019)
H (0.1873, -0.0961, -3.7510)
H (0.1696, -2.4780, -3.1363)
H (1.3888, -1.5792, -2.1990)
H (1.8913, -2.5780, -3.5875)
C (-3.2934, 3.8038, 3.8750)
C (-2.8891, 2.6945, 4.8065)
O (-2.2254, 1.7318, 4.4302)
N (-3.2839, 2.7809, 6.1097)
C (-4.0606, 3.8219, 6.7403)
H (-2.9076, 3.5971, 2.8730)
H (-4.3832, 3.8666, 3.8207)
H (-2.8728, 4.7520, 4.2195)
H (-2.9755, 2.0001, 6.6753)
H (-3.4647, 4.2458, 7.5519)
H (-4.9630, 3.3675, 7.1562)
H (-4.3403, 4.6130, 6.0432)
C (-0.9677, -2.8029, 7.7902)
C (0.3484, -2.1284, 7.5176)
O (1.4003, -2.5167, 8.0191)
N (0.3509, -1.0501, 6.6815)
C (-0.7695, -0.4464, 5.9996)
H (-0.8121, -3.6435, 8.4719)
H (-1.6577, -2.0979, 8.2609)
H (-1.3904, -3.1864, 6.8580)
H (1.2705, -0.6494, 6.5456)
H (-0.5731, -0.4829, 4.9255)
H (-0.8382, 0.5968, 6.3172)
H (-1.7107, -0.9544, 6.2145)
C (-0.3289, -2.9265, 11.0771)
C (-1.4007, -2.0016, 11.5843)
O (-1.7085, -0.9690, 10.9944)
N (-2.0401, -2.3404, 12.7410)
C (-1.8249, -3.5004, 13.5734)
H (0.0890, -2.5261, 10.1494)
H (0.4747, -3.0055, 11.8136)
H (-0.7543, -3.9115, 10.8688)
H (-2.7473, -1.6719, 13.0197)
H (-2.7650, -4.0538, 13.6343)
H (-1.5458, -3.1550, 14.5716)
H (-1.0433, -4.1538, 13.1832)
C (6.2184, -0.9365, -2.7482)
C (6.2378, -0.6466, -4.2237)
O (5.9225, -1.4880, -5.0613)
N (6.6221, 0.6001, -4.6233)
C (7.0257, 1.7164, -3.8014)
H (5.8923, -1.9671, -2.5836)
H (7.2222, -0.8198, -2.3320)
H (5.5162, -0.2664, -2.2457)
H (6.6105, 0.7211, -5.6283)
H (6.3484, 2.5494, -4.0035)
H (8.0408, 2.0004, -4.0891)
H (7.0027, 1.4794, -2.7367)
C (1.5479, -1.7261, -10.0077)
C (0.5374, -2.0082, -8.9303)
O (0.0925, -1.1251, -8.2015)
N (0.1143, -3.2960, -8.7746)
C (0.5138, -4.4638, -9.5238)
H (1.7883, -0.6594, -10.0116)
H (2.4655, -2.2875, -9.8147)
H (1.1357, -1.9920, -10.9845)
H (-0.5642, -3.4088, -8.0320)
H (-0.3788, -4.8934, -9.9847)
H (0.9404, -5.1865, -8.8242)
H (1.2464, -4.2314, -10.2980)

Results
Total energy: -2422.9404 Ha
HOMO: -3.6 eV
Spin multiplicity: 1
Total charge: -1
Kohn-Sham gap: 5.39 eV